{"formula": "C35H38N6O4PSSn", "method": "the ωB97M-V functional and the def2-TZVPD basis", "elements": ["Sn", "N", "C", "C", "N", "C", "C", "N", "H", "H", "H", "H", "H", "H", "H", "H", "H", "H", "H", "H", "H", "O", "C", "O", "C", "C", "C", "C", "C", "N", "C", "O", "O", "H", "H", "H", "C", "C", "C", "C", "C", "C", "P", "C", "C", "C", "C", "C", "C", "C", "C", "C", "C", "C", "C", "H", "H", "H", "H", "H", "H", "H", "H", "H", "H", "H", "H", "H", "H", "C", "C", "C", "C", "N", "C", "S", "N", "C", "H", "H", "H", "H", "H", "H", "H", "H"], "xyz": [[-0.440, -0.415, -0.767], [0.908, -2.186, 1.387], [0.630, -2.501, 2.785], [0.204, -1.242, 3.521], [-1.071, -0.765, 3.014], [-1.368, 0.601, 3.405], [-2.515, 1.170, 2.587], [-2.076, 1.429, 1.213], [1.060, -3.021, 0.834], [1.739, -1.610, 1.293], [1.475, -2.961, 3.315], [-0.204, -3.206, 2.811], [0.997, -0.480, 3.413], [0.109, -1.459, 4.591], [-1.056, -0.827, 1.998], [-0.487, 1.251, 3.288], [-1.641, 0.628, 4.466], [-2.918, 2.056, 3.097], [-3.310, 0.421, 2.543], [-1.369, 2.154, 1.171], [-2.844, 1.733, 0.627], [-3.250, -4.858, -1.516], [-2.460, -3.970, -1.150], [-2.724, -2.894, -0.556], [-0.974, -4.221, -1.435], [-0.531, -5.506, -1.726], [0.814, -5.710, -1.995], [1.672, -4.623, -1.980], [1.143, -3.372, -1.688], [-0.143, -3.180, -1.418], [2.068, -2.164, -1.649], [3.266, -2.352, -1.820], [1.535, -1.018, -1.412], [-1.253, -6.310, -1.731], [1.190, -6.701, -2.219], [2.728, -4.704, -2.193], [5.969, -0.679, 0.165], [5.407, 0.200, -0.748], [4.178, 0.790, -0.490], [3.495, 0.504, 0.687], [4.054, -0.408, 1.584], [5.288, -0.988, 1.333], [1.841, 1.176, 1.091], [2.264, 2.448, 2.364], [3.497, 2.556, 3.001], [3.723, 3.543, 3.954], [2.723, 4.443, 4.285], [1.484, 4.343, 3.664], [1.260, 3.354, 2.722], [1.386, 2.247, -0.317], [2.007, 3.486, -0.511], [1.630, 4.293, -1.569], [0.624, 3.857, -2.424], [0.024, 2.621, -2.228], [0.380, 1.768, -1.174], [6.925, -1.144, -0.046], [5.914, 0.407, -1.682], [3.733, 1.453, -1.221], [3.514, -0.665, 2.491], [5.706, -1.694, 2.039], [4.297, 1.873, 2.744], [4.693, 3.610, 4.431], [2.907, 5.219, 5.017], [0.693, 5.039, 3.914], [0.295, 3.296, 2.234], [2.788, 3.818, 0.167], [2.114, 5.250, -1.724], [0.312, 4.483, -3.253], [-0.748, 2.313, -2.924], [-5.583, -1.754, -1.350], [-5.006, -0.829, -2.368], [-5.716, -0.080, -3.267], [-4.987, 0.750, -4.141], [-3.668, 0.760, -4.197], [-2.977, -0.044, -3.359], [-1.307, -0.229, -3.454], [-3.666, -0.738, -2.404], [-5.701, 1.704, -5.051], [-6.651, -1.885, -1.512], [-5.415, -1.357, -0.348], [-5.064, -2.716, -1.388], [-6.794, -0.127, -3.297], [-3.118, -1.323, -1.743], [-6.667, 1.308, -5.364], [-5.082, 1.916, -5.919], [-5.876, 2.642, -4.519]], "atomic_forces_ev_per_a": [[-0.0978, 0.0056, 0.0498], [0.1802, -0.0776, 0.0957], [-0.0822, 0.0483, -0.0448], [-0.1024, -0.0278, 0.0432], [0.0547, 0.0600, -0.0513], [-0.0752, -0.1316, -0.0104], [0.0826, 0.0119, -0.0756], [-0.1438, 0.1623, 0.1450], [-0.1065, -0.0115, 0.0521], [-0.0313, -0.0819, 0.0362], [0.0287, 0.0215, -0.0160], [0.0277, -0.0388, -0.0023], [0.0078, -0.0021, 0.0266], [0.0113, 0.0065, -0.0016], [-0.0063, -0.0001, 0.0215], [0.0361, 0.1094, 0.0271], [0.0259, -0.0405, -0.0048], [0.0360, 0.0167, -0.0249], [-0.0194, 0.0056, 0.0385], [0.0241, -0.0023, 0.0204], [0.0143, -0.0436, -0.0095], [0.0756, 0.0655, -0.0442], [-0.2064, 0.0118, 0.1818], [-0.1821, 0.4325, -0.3657], [0.0042, 0.0256, -0.1186], [0.1214, -0.0555, 0.0194], [-0.0647, 0.0211, 0.0270], [-0.0030, 0.0381, -0.0162], [0.0586, -0.1076, -0.1266], [-0.0256, 0.0351, -0.0916], [0.2460, -0.1696, 0.0399], [-0.0951, 0.0428, -0.0182], [-0.2076, 0.3358, -0.0107], [-0.0332, 0.0236, -0.0319], [-0.0188, -0.0026, 0.0006], [0.0097, -0.0019, 0.0306], [-0.0119, 0.0095, -0.0041], [-0.0232, -0.0149, 0.0038], [0.0172, -0.0116, 0.0092], [-0.0309, 0.0101, -0.0069], [0.0039, 0.0098, 0.0036], [0.0022, -0.0010, -0.0118], [0.0355, 0.1822, 0.0347], [-0.0122, -0.0013, -0.0452], [-0.0029, -0.0230, -0.0166], [0.0009, -0.0137, 0.0152], [0.0194, 0.0012, 0.0095], [0.0019, -0.0098, 0.0052], [0.0246, -0.0171, -0.0038], [0.0246, -0.0090, 0.0243], [0.0150, 0.0219, -0.0305], [-0.0066, 0.0020, 0.0044], [0.0171, 0.0059, 0.0350], [-0.1237, 0.0043, 0.0418], [0.2917, -0.1850, 0.0318], [-0.0085, -0.0107, -0.0041], [-0.0006, 0.0149, 0.0114], [-0.0105, 0.0005, -0.0020], [0.0126, 0.0012, 0.0186], [0.0003, 0.0012, 0.0059], [0.0041, 0.0153, -0.0093], [0.0038, 0.0058, -0.0070], [-0.0102, -0.0087, 0.0128], [-0.0055, -0.0011, -0.0097], [-0.0225, 0.0192, -0.0182], [-0.0183, -0.0104, -0.0003], [-0.0106, 0.0025, -0.0071], [-0.0074, -0.0045, -0.0069], [0.0167, -0.0130, -0.0352], [-0.0043, -0.0050, -0.0453], [-0.1214, -0.1142, 0.1714], [0.0546, 0.0689, -0.1041], [-0.0012, -0.0803, 0.0728], [-0.0323, -0.0706, -0.0016], [0.0610, 0.0489, 0.1592], [0.1146, 0.0519, -0.3541], [0.3477, -0.3639, 0.2942], [0.0028, -0.0362, -0.0262], [-0.0185, 0.0358, -0.0221], [0.0293, -0.0219, -0.0097], [-0.0028, 0.0116, 0.0544], [0.0014, 0.0300, 0.0262], [-0.1486, -0.2260, -0.0539], [-0.0015, 0.0062, 0.0040], [-0.0056, 0.0063, -0.0017], [-0.0051, 0.0013, -0.0024]], "mol_weight_g_mol": 788.48, "e_above_lowest_ev": 0.449, "homo_lumo_gap_ev": 6.4991, "charge": -1}